No. 1
Entry from the Open Molecules 2025 dataset: a molecular structure, C29H27AsN3O12PtS2 (ωB97M-V with the def2-TZVPD basis set).

Values from the calculation:
- total charge = -1
- spin multiplicity = 3
- HOMO-LUMO gap (alpha / beta) (eV) = 6.47 / 7.55
- <S²> = 2.0298
- HOMO energy (alpha / beta) (eV) = -4.5363 / -6.6414

Structure (XYZ):
```
75
C29H27AsN3O12PtS2, DFT ωB97M-V with the def2-TZVPD basis set
Pt 0.40 -0.10 -0.11
As -0.77 3.00 0.54
S -4.24 1.35 -2.54
S 0.38 1.02 2.90
O -5.23 2.37 -2.33
O -1.05 -6.88 2.40
O -4.39 0.44 -3.65
O 0.79 0.62 4.22
O 1.01 -7.66 2.27
O -2.11 3.78 1.01
O -0.75 -1.02 -3.99
O -0.23 3.90 -0.94
O -0.94 1.58 2.75
O -0.03 -0.82 -1.93
O -0.95 1.43 -0.12
O 0.61 -0.12 1.94
N -2.76 2.09 -2.67
N 1.70 -1.64 -0.05
N 2.21 0.82 -1.05
C 2.32 -3.86 0.81
C -3.77 -0.96 1.32
C -3.84 -0.92 -1.10
C -4.11 0.43 -1.05
C 1.37 -2.88 0.47
C -0.45 -0.30 -3.07
C 4.53 0.32 -1.37
C 0.02 -3.20 0.67
C 2.96 -1.33 -0.41
C -1.83 1.73 -3.75
C -4.04 0.41 1.34
C 1.79 4.27 1.01
C 2.76 2.34 2.78
C 4.72 1.56 -1.92
C 1.46 2.30 2.32
C 0.59 -5.38 1.53
C 1.93 -5.08 1.33
C -0.36 -4.42 1.19
C 0.10 -6.67 2.10
C 3.63 2.44 -2.05
C 0.96 3.23 1.41
C -3.69 -1.62 0.10
C -4.22 1.11 0.16
C 3.59 3.37 2.34
C 3.09 4.34 1.49
C -0.49 1.21 -3.23
C 3.24 -0.06 -0.94
C -3.56 -1.70 2.62
C 2.40 2.02 -1.59
H 3.74 5.14 1.16
H 1.87 -7.38 1.95
H 5.35 -0.38 -1.27
H -4.07 0.93 2.28
H 3.37 -3.66 0.69
H 3.74 3.41 -2.49
H -2.31 0.98 -4.38
H 1.42 5.01 0.32
H -3.39 -2.76 2.45
H -3.50 -2.68 0.07
H 4.62 3.41 2.69
H -1.65 2.61 -4.36
H -3.76 -1.42 -2.06
H 2.72 -5.77 1.59
H -0.74 -2.48 0.39
H -2.70 -1.29 3.15
H -1.40 -4.66 1.34
H 3.10 1.60 3.49
H 3.74 -2.06 -0.36
H 1.53 2.67 -1.66
H -4.40 2.17 0.18
H -1.05 4.25 -1.33
H 0.27 1.46 -3.98
H -4.43 -1.59 3.27
H 5.71 1.86 -2.25
H -0.23 1.70 -2.30
H -2.32 2.13 -1.75
```

How is the electron density shared among the atoms? According to Löwdin, the charges in e are: Pt 1.43; As 0.93; S 0.64; S 0.49; O -0.30; O 0.11; O -0.30; O -0.28; O 0.10; O -0.43; O 0.07; O -0.29; O -0.33; O -0.20; O -0.59; O -0.46; N -0.11; N -0.12; N 0.02; C -0.01; C -0.26; C -0.04; C -0.29; C -0.24; C -0.60; C -0.03; C 0.00; C -0.08; C -0.20; C -0.03; C -0.08; C -0.05; C -0.08; C -0.28; C -0.15; C -0.03; C 0.00; C -0.48; C -0.06; C -0.23; C -0.04; C -0.06; C -0.07; C -0.07; C -0.11; C -0.26; C -0.04; C -0.12; H 0.10; H 0.08; H 0.11; H 0.12; H 0.09; H 0.10; H 0.10; H 0.10; H 0.07; H 0.11; H 0.10; H 0.11; H 0.12; H 0.11; H 0.09; H 0.08; H 0.12; H 0.12; H 0.11; H 0.09; H 0.11; H 0.04; H 0.13; H 0.08; H 0.10; H 0.04; H 0.06

No. 2
Entry from the Open Molecules 2025 dataset: a molecular structure, C29H27Cl3N5O3Pt (ωB97M-V with the def2-TZVPD basis set).

Values from the calculation:
- total charge = +1
- HOMO-LUMO gap (eV) = 5.67
- HOMO energy (eV) = -11.1386

Structure (XYZ):
```
68
C29H27Cl3N5O3Pt, DFT ωB97M-V with the def2-TZVPD basis set
Pt 0.30 -0.60 0.20
Cl -1.18 -0.61 -2.28
Cl -2.68 4.12 -4.39
Cl -1.42 3.78 0.84
O 3.91 -0.67 -1.75
O -0.93 0.98 0.26
O -0.64 -3.97 2.40
N -0.78 -1.85 1.51
N 1.51 -2.16 0.32
N 1.08 0.26 1.82
N 0.29 1.07 2.61
N 1.82 0.04 -1.07
C -0.37 -1.86 4.43
C -3.39 -1.30 0.37
C -1.51 1.10 -2.08
C 1.48 3.11 -3.93
C -4.04 -0.51 2.65
C -3.07 -1.05 1.81
C 2.88 -0.82 -1.13
C 3.53 -3.16 -0.31
C -2.62 -0.79 4.55
C 1.60 3.43 -2.59
C -2.20 3.17 -3.02
C 3.15 -4.29 0.41
C 2.67 -2.09 -0.34
C 1.81 -0.65 -3.91
C -1.62 -1.33 3.76
C -1.34 1.66 -0.83
C 1.76 1.09 -2.04
C -1.93 1.82 -3.18
C -2.06 3.78 -1.78
C 1.93 -4.33 1.08
C 1.74 2.43 -1.63
C -0.21 -3.07 1.71
C 1.92 2.80 -0.19
C 1.69 0.76 -3.40
C 1.12 -3.22 1.01
C 1.55 1.79 -4.33
C -1.83 -1.42 2.37
C -1.63 3.02 -0.71
C -3.81 -0.36 4.01
H 0.53 -1.78 3.81
H 1.26 -0.76 -4.84
H -0.16 1.79 2.03
H 4.47 -3.10 -0.85
H 3.81 -5.15 0.44
H 1.36 3.89 -4.67
H 1.58 4.46 -2.27
H -2.27 4.83 -1.65
H 1.87 0.80 1.44
H -0.48 -2.92 4.64
H -4.18 -0.64 0.02
H 1.41 -1.39 -3.20
H 2.89 2.45 0.19
H -0.19 -1.33 5.36
H 1.48 1.54 -5.38
H 1.61 -5.20 1.64
H -2.03 1.35 -4.15
H 1.12 2.40 0.42
H 2.85 -0.91 -4.08
H -3.74 -2.33 0.25
H -4.98 -0.21 2.22
H -4.58 0.07 4.64
H 1.89 3.89 -0.06
H -2.53 -1.18 -0.28
H -2.46 -0.71 5.62
H -0.45 0.52 3.05
H 1.44 -0.49 2.41
```

How is the electron density shared among the atoms? According to natural (NBO), the charges in e are: Pt 1.49; Cl 0.06; Cl 0.04; Cl 0.02; O -0.56; O -0.78; O -0.57; N -0.70; N -0.44; N -0.44; N -0.58; N -0.72; C -0.63; C -0.63; C -0.08; C -0.18; C -0.21; C -0.01; C 0.60; C -0.18; C -0.21; C -0.22; C -0.02; C -0.12; C 0.14; C -0.64; C -0.07; C 0.31; C 0.18; C -0.24; C -0.23; C -0.18; C -0.04; C 0.61; C -0.63; C -0.02; C 0.13; C -0.21; C 0.17; C -0.07; C -0.18; H 0.17; H 0.23; H 0.42; H 0.27; H 0.25; H 0.23; H 0.22; H 0.26; H 0.45; H 0.26; H 0.23; H 0.20; H 0.22; H 0.23; H 0.22; H 0.27; H 0.26; H 0.18; H 0.25; H 0.24; H 0.22; H 0.23; H 0.24; H 0.20; H 0.22; H 0.41; H 0.43

No. 3
Entry from the Open Molecules 2025 dataset: a molecular structure, C29H27Cl5N3O8ReS3 (ωB97M-V with the def2-TZVPD basis set).

Values from the calculation:
- total charge = +1
- spin multiplicity = 2
- HOMO-LUMO gap (alpha / beta) (eV) = 6.33 / 6.74
- <S²> = 0.7926
- HOMO energy (alpha / beta) (eV) = -11.2377 / -11.3155

Structure (XYZ):
```
76
C29H27Cl5N3O8ReS3, DFT ωB97M-V with the def2-TZVPD basis set
Re 0.13 0.12 0.15
Cl 6.79 -0.53 1.52
Cl 4.71 -1.03 -0.76
Cl 2.77 0.88 4.83
Cl 0.73 0.32 2.51
Cl 5.83 0.43 4.33
S -3.07 -6.83 -1.73
S 0.34 2.32 0.09
S -2.32 0.45 0.49
O 1.97 -0.48 0.02
O -2.83 1.67 -0.13
O -0.26 0.05 -1.77
O -0.19 -6.24 1.85
O -3.17 -5.89 -2.81
O 0.93 -4.86 3.09
O -2.25 -8.00 -1.85
O -0.05 0.26 -3.94
N -0.27 -2.06 0.33
N -0.65 -4.20 -0.01
N 0.21 -5.13 2.15
C -2.53 -0.50 4.41
C 2.85 -0.28 1.00
C 2.46 0.15 2.26
C 3.35 0.37 3.30
C -3.01 0.83 6.49
C -2.45 -5.89 -0.34
C -5.74 -6.21 -1.27
C -0.09 0.79 -2.86
C -0.04 2.28 -2.71
C 5.13 -0.27 1.81
C -3.40 -0.89 0.01
C -4.71 -7.33 -1.23
C 0.08 3.00 -1.51
C -0.04 5.09 -2.72
C -1.04 -5.43 -0.72
C -0.14 4.39 -3.91
C 0.19 -2.75 1.42
C 4.70 0.16 3.07
C -2.86 0.72 5.00
C -0.76 -2.97 -0.53
C -3.05 1.83 4.17
C -0.05 -4.06 1.23
C 4.22 -0.50 0.79
C -1.28 -2.75 -1.91
C -2.91 1.73 2.79
C 0.08 4.39 -1.52
C -0.14 3.00 -3.90
C -2.58 0.50 2.24
C -2.38 -0.62 3.04
H -3.42 1.80 6.78
H -4.60 -7.78 -0.25
H -0.23 4.92 -4.85
H -6.73 -6.63 -1.11
H -2.14 -3.38 -2.13
H -2.44 -6.50 0.56
H -0.31 -6.20 -0.51
H -3.36 -0.95 -1.08
H -1.52 -1.71 -2.07
H -0.21 2.44 -4.82
H 0.18 4.93 -0.59
H -3.31 2.78 4.61
H -5.73 -5.71 -2.24
H -2.38 -1.37 5.04
H -3.10 -1.83 0.47
H -0.04 6.17 -2.71
H 0.64 -2.29 2.28
H -3.06 2.58 2.15
H -3.66 0.05 6.88
H -3.12 -5.04 -0.21
H -4.93 -8.14 -1.93
H -2.11 -1.58 2.61
H -4.40 -0.59 0.33
H -2.04 0.72 6.98
H -0.49 -2.98 -2.63
H -5.56 -5.47 -0.49
H -0.99 -5.20 -1.78
```

How is the electron density shared among the atoms? According to Löwdin, the charges in e are: Re 1.01; Cl 0.74; Cl 0.78; Cl 0.74; Cl 0.78; Cl 0.73; S 0.64; S 0.79; S 0.75; O -0.29; O -0.43; O -0.27; O 0.11; O -0.31; O 0.13; O -0.29; O 0.12; N -0.03; N 0.07; N -0.32; C -0.02; C -0.43; C -0.51; C -0.70; C -0.03; C -0.20; C -0.11; C -0.52; C -0.12; C -0.68; C -0.17; C -0.29; C -0.51; C -0.05; C -0.13; C -0.04; C -0.05; C -0.70; C -0.25; C -0.27; C -0.01; C -0.12; C -0.61; C 0.03; C -0.05; C -0.11; C 0.01; C -0.41; C -0.11; H 0.08; H 0.11; H 0.12; H 0.08; H 0.09; H 0.11; H 0.14; H 0.07; H 0.05; H 0.13; H 0.10; H 0.12; H 0.08; H 0.13; H 0.05; H 0.12; H 0.10; H 0.12; H 0.09; H 0.10; H 0.11; H 0.10; H 0.09; H 0.09; H 0.13; H 0.07; H 0.12

No. 4
Entry from the Open Molecules 2025 dataset: a molecular structure, C29H27ClF3N4O6Sc (ωB97M-V with the def2-TZVPD basis set).

Values from the calculation:
- total charge = -2
- HOMO-LUMO gap (eV) = 5.54
- HOMO energy (eV) = -1.3547

Structure (XYZ):
```
71
C29H27ClF3N4O6Sc, DFT ωB97M-V with the def2-TZVPD basis set
Sc 0.69 0.04 0.33
Cl -0.55 1.66 2.99
F 2.20 -1.59 -0.32
F 2.93 0.45 -0.19
F 3.94 -1.00 -1.48
O -0.12 -5.40 5.12
O -1.57 -6.12 3.53
O -1.79 2.33 3.25
O -0.80 0.54 2.05
O -0.02 1.11 4.21
O 0.40 2.54 2.35
N -0.02 1.29 -0.97
N -0.54 -1.63 -0.92
N 2.04 -0.06 2.30
N 0.29 -1.95 1.58
C 1.65 2.13 -3.34
C -1.94 -3.54 -0.87
C 3.56 0.96 3.83
C 0.84 -2.09 2.78
C 1.82 -1.04 3.18
C -0.37 -4.12 3.16
C 0.53 -3.17 3.60
C 2.89 0.92 2.62
C 3.34 -0.06 4.74
C -2.01 2.22 -2.07
C -0.72 -5.35 4.03
C -1.04 -2.67 -0.26
C -1.83 3.28 -4.26
C -0.56 -2.87 1.14
C 0.15 2.35 -3.19
C -1.74 -2.26 -2.87
C 2.47 -1.08 4.41
C 2.45 2.74 -2.19
C -0.88 -1.42 -2.19
C 3.51 -0.92 -0.19
C -2.29 -3.33 -2.19
C -2.53 2.87 0.30
C -2.96 2.00 -0.89
C -0.92 -3.96 1.90
C -2.57 2.88 -3.16
C -0.60 1.90 -2.02
C -0.47 3.01 -4.24
C -3.19 0.55 -0.46
C 1.99 0.67 -3.61
H -1.49 2.66 0.55
H -2.61 3.93 0.03
H 3.52 2.51 -2.29
H 0.14 3.32 -5.08
H 2.33 3.83 -2.19
H 4.22 1.79 4.05
H -2.31 0.16 0.04
H 3.07 0.52 -3.73
H 3.84 -0.07 5.70
H -2.99 -4.00 -2.68
H -2.36 -4.37 -0.31
H -1.61 -4.72 1.57
H -2.30 3.80 -5.10
H 1.93 2.68 -4.25
H -4.03 0.49 0.23
H -3.41 -0.08 -1.33
H -1.99 -2.05 -3.91
H -3.93 2.36 -1.23
H 1.49 0.33 -4.53
H -3.64 3.10 -3.13
H 2.28 -1.88 5.10
H 3.04 1.68 1.88
H 2.10 2.36 -1.24
H 1.66 0.04 -2.79
H -3.14 2.68 1.18
H -0.46 -0.53 -2.65
H 0.97 -3.32 4.58
```

How is the electron density shared among the atoms? According to Löwdin, the charges in e are: Sc 0.95; Cl 0.69; F -0.18; F -0.20; F -0.05; O -0.06; O -0.06; O -0.32; O -0.42; O -0.32; O -0.34; N -0.10; N 0.07; N 0.05; N 0.09; C -0.38; C 0.00; C -0.05; C -0.16; C -0.19; C -0.08; C 0.07; C -0.12; C -0.06; C -0.15; C -0.69; C -0.18; C -0.15; C -0.17; C -0.16; C -0.05; C 0.00; C -0.08; C -0.10; C -0.24; C -0.06; C -0.07; C -0.37; C 0.06; C -0.10; C -0.31; C -0.10; C -0.07; C -0.07; H 0.04; H 0.08; H 0.07; H 0.09; H 0.07; H 0.10; H 0.03; H 0.07; H 0.10; H 0.10; H 0.11; H 0.11; H 0.07; H 0.11; H 0.08; H 0.07; H 0.10; H 0.11; H 0.07; H 0.09; H 0.11; H 0.12; H 0.03; H 0.04; H 0.07; H 0.10; H 0.11

No. 5
Entry from the Open Molecules 2025 dataset: a molecular structure, C29H27ClIrN5O4S2 (ωB97M-V with the def2-TZVPD basis set).

Values from the calculation:
- total charge = +3
- spin multiplicity = 2
- HOMO-LUMO gap (alpha / beta) (eV) = 4.77 / 3.41
- <S²> = 0.7589
- HOMO energy (alpha / beta) (eV) = -16.6157 / -16.6171

Structure (XYZ):
```
69
C29H27ClIrN5O4S2, DFT ωB97M-V with the def2-TZVPD basis set
Ir -0.89 -0.33 -1.55
Cl -6.59 0.41 -2.01
S -0.73 -0.47 0.68
S 1.39 -0.67 -1.59
O -0.68 1.63 -1.22
O -4.27 4.39 -1.78
O -1.75 3.59 -1.32
O -6.18 3.30 -2.07
N 3.05 0.56 0.05
N -4.07 -0.30 -1.81
N -1.04 -2.35 -2.22
N -2.85 0.25 -1.68
N 1.29 0.29 2.20
C -4.97 -2.34 -2.82
C 0.39 0.38 3.39
C 0.55 1.73 4.04
C 0.89 1.81 5.39
C 1.88 0.05 -0.13
C 0.74 4.21 5.26
C 2.74 0.41 2.46
C 4.57 -1.02 -2.86
C -2.99 1.61 -1.66
C 4.51 -0.73 -1.51
C -4.02 -3.81 -0.64
C 0.38 4.13 3.92
C -4.30 1.97 -1.80
C -1.74 2.39 -1.39
C 0.89 0.01 1.00
C -5.15 -3.71 -2.78
C 4.95 -1.67 -0.58
C -4.99 0.70 -1.90
C 3.38 1.19 1.34
C 0.31 2.89 3.31
C 0.96 3.05 6.00
C -3.82 -2.44 -0.68
C -4.67 -4.45 -1.70
C 5.45 -2.89 -1.00
C 4.04 0.64 -1.05
C 5.51 -3.17 -2.36
C -4.29 -1.73 -1.77
C 5.08 -2.24 -3.29
C -5.00 3.32 -1.89
H 5.14 -2.46 -4.35
H -3.36 -1.92 0.16
H -5.33 -1.77 -3.66
H -4.83 -5.52 -1.66
H -0.63 0.23 3.06
H -1.99 -2.59 -2.50
H 5.90 -4.12 -2.69
H 0.88 5.17 5.73
H 5.82 -3.60 -0.28
H 4.46 1.20 1.47
H 1.19 3.12 7.06
H 4.24 -0.28 -3.59
H 0.17 5.03 3.36
H -0.45 -2.52 -3.04
H -5.67 -4.21 -3.59
H -3.31 4.23 -1.61
H -0.76 -3.05 -1.53
H 3.16 -0.60 2.53
H -3.69 -4.38 0.21
H 1.08 0.91 5.96
H 3.60 1.19 -1.88
H 0.04 2.83 2.25
H 4.88 1.22 -0.67
H 2.89 0.92 3.41
H 3.03 2.23 1.32
H 0.65 -0.42 4.07
H 4.94 -1.44 0.49
```

How is the electron density shared among the atoms? According to natural (NBO), the charges in e are: Ir 1.11; Cl 0.28; S 0.37; S 0.14; O -0.64; O -0.63; O -0.50; O -0.50; N -0.24; N -0.18; N -0.99; N -0.40; N -0.22; C -0.22; C -0.26; C -0.03; C -0.21; C 0.13; C -0.15; C -0.25; C -0.22; C 0.05; C -0.03; C -0.19; C -0.19; C -0.18; C 0.76; C 0.12; C -0.17; C -0.24; C 0.19; C -0.24; C -0.24; C -0.17; C -0.29; C -0.17; C -0.18; C -0.27; C -0.17; C 0.13; C -0.19; C 0.77; H 0.24; H 0.22; H 0.26; H 0.26; H 0.23; H 0.44; H 0.25; H 0.25; H 0.24; H 0.28; H 0.25; H 0.22; H 0.24; H 0.43; H 0.26; H 0.51; H 0.44; H 0.25; H 0.25; H 0.23; H 0.25; H 0.20; H 0.25; H 0.29; H 0.26; H 0.26; H 0.20

No. 6
Entry from the Open Molecules 2025 dataset: a molecular structure, C29H27FN5O6SiTl (ωB97M-V with the def2-TZVPD basis set).

Values from the calculation:
- total charge = -2
- HOMO-LUMO gap (eV) = 5.86
- HOMO energy (eV) = -1.3569

Structure (XYZ):
```
70
C29H27FN5O6SiTl, DFT ωB97M-V with the def2-TZVPD basis set
Tl -0.69 0.59 -0.25
Si 2.07 -1.44 -2.09
F -0.02 2.41 -2.41
O 0.57 -2.27 3.51
O 1.42 1.80 1.29
O -0.37 -0.47 2.60
O -4.20 -2.55 -1.56
O 0.23 1.68 5.26
O -3.04 -0.65 -1.30
N 1.22 -0.06 -2.51
N -1.65 -1.92 0.75
N -1.08 2.41 1.86
N -0.20 2.29 2.85
N -2.77 2.41 -0.23
C -3.15 2.99 0.91
C 0.28 1.84 -3.61
C -0.70 -3.94 1.61
C -2.19 -4.00 -0.24
C 1.45 1.27 4.90
C -2.31 -2.61 -0.16
C 2.03 -1.58 -0.18
C -3.28 -1.85 -1.11
C -2.23 2.96 2.02
C 1.47 -3.17 -2.74
C 3.95 -1.46 -2.56
C 1.90 1.38 3.57
C -0.05 2.56 -4.73
C -4.83 3.02 -1.25
C -5.24 3.65 -0.07
C -3.58 2.41 -1.27
C 1.01 1.84 2.45
C 3.18 0.95 3.25
C 3.57 0.28 5.51
C 0.88 0.82 -6.08
C -1.37 -4.67 0.64
C 0.25 2.06 -5.99
C 2.30 0.71 5.85
C -4.40 3.63 1.02
C 4.01 0.41 4.20
C 0.93 0.57 -3.64
C -0.22 -1.66 2.59
C -0.88 -2.56 1.62
C 1.21 0.11 -4.95
H 1.74 -3.34 -3.79
H -0.54 3.51 -4.61
H -2.55 3.41 2.97
H 1.88 -3.99 -2.16
H -5.46 3.02 -2.12
H 1.71 -0.85 -5.04
H 4.47 -0.67 -2.03
H -2.77 -4.51 -1.00
H 1.12 -2.07 0.15
H 1.11 0.42 -7.06
H 1.94 0.60 6.87
H 3.48 1.03 2.21
H 4.43 -2.40 -2.31
H 4.20 -0.17 6.26
H -0.06 -4.42 2.34
H 2.88 -2.13 0.22
H -4.68 4.10 1.95
H -6.20 4.14 -0.02
H -0.21 1.98 4.37
H 0.39 -3.22 -2.67
H -0.01 2.62 -6.88
H 4.07 -1.29 -3.62
H -1.24 -5.75 0.59
H 5.00 0.07 3.93
H -3.22 1.90 -2.15
H 0.97 -1.58 4.05
H 2.05 -0.59 0.26
```

How is the electron density shared among the atoms? According to natural (NBO), the charges in e are: Tl 0.78; Si 1.79; F -0.35; O -0.70; O -0.66; O -0.57; O -0.76; O -0.72; O -0.74; N -1.15; N -0.39; N -0.17; N -0.53; N -0.44; C 0.18; C 0.38; C -0.22; C -0.20; C 0.34; C 0.12; C -1.12; C 0.74; C -0.06; C -1.12; C -1.11; C -0.17; C -0.30; C -0.29; C -0.18; C 0.10; C 0.64; C -0.16; C -0.20; C -0.22; C -0.20; C -0.32; C -0.32; C -0.27; C -0.29; C 0.15; C 0.78; C 0.05; C -0.30; H 0.21; H 0.20; H 0.15; H 0.21; H 0.21; H 0.19; H 0.22; H 0.24; H 0.21; H 0.18; H 0.20; H 0.24; H 0.20; H 0.19; H 0.22; H 0.21; H 0.20; H 0.20; H 0.49; H 0.23; H 0.18; H 0.21; H 0.20; H 0.20; H 0.22; H 0.51; H 0.25

What relative energy (zero: lowest compared OMol25 entry of this formula, charge and spin) values result from the calculations? In sequence: 0.000 0.000 1.643 0.330 0.000 1.199 eV.